13
Properties=species:S:1:pos:R:3:forces:R:3 method="wB97M-V/def2-TZVPD" homo_energy_ev=-8.8 fmax_ev_per_a=2.95 e_above_lowest_kcal_mol=123.2
H -3.020705 -0.223710 -0.101458 0.1 -0.3 0.0
H 1.701620 1.070711 -2.148976 -0.1 0.0 -1.7
H -0.376251 -1.851828 1.447669 -0.2 0.8 -0.3
H 2.541896 1.151745 -0.663069 -1.1 -1.4 -0.6
N -1.175286 -1.277547 1.125356 0.7 -2.4 -1.2
N -0.144381 -0.883010 -1.134126 -1.3 -2.0 0.8
S -2.514463 0.827603 0.540791 -1.1 1.2 -1.0
C 1.947250 0.436271 -1.347403 0.4 1.2 2.5
C -1.114582 0.033196 1.334296 0.4 1.5 -1.4
H -1.459815 0.380780 2.291932 1.1 0.0 1.6
C 0.668465 -0.099675 -0.717986 0.3 2.5 1.5
S 0.454653 0.900104 0.809791 -0.4 -0.6 1.0
H 2.491599 -0.464640 -1.436816 1.1 -0.5 -1.1